Below is a structure of composition C2H6OS, with properties calculated with wB97M-V/def2-TZVPD.

Cartesian coordinates (Å):
O 2.28676 0.06332 -0.24550
H 0.84642 -1.42697 0.31115
C 0.07051 0.64190 0.04009
H 0.26659 1.04614 -1.07864
H 1.16215 -0.10136 1.62415
C 1.00782 -0.37344 0.49833
H -1.26861 -1.32002 -0.61922
S -1.75740 -0.06758 -0.05607
H 0.06733 1.55748 0.62387
H 2.28050 -0.79133 -1.23070

Summary:
lowest unoccupied orbital energy: 0.15 eV
HOMO: -9.18 eV
spin multiplicity: 1
gap between HOMO and LUMO: 0.3428 Ha
relative energy (zero: lowest compared OMol25 entry of this formula, charge and spin): 245.4 kJ/mol

In the Mulliken picture, each atom carries the following charge in e:
1. O -0.55
2. H 0.40
3. C -0.41
4. H 0.23
5. H 0.16
6. C -0.40
7. H 0.12
8. S -0.23
9. H 0.35
10. H 0.32

Below is a cluster of 2 separate species, C5H4I2O in total, with properties calculated with wB97M-V/def2-TZVPD.

Cartesian coordinates (Å):
C 0.78051 1.66823 -1.27550
C -0.15878 -1.25906 0.60356
C 0.58216 -0.08055 0.57351
I -2.16761 -0.45575 3.60898
H -1.50611 -2.05851 -0.98654
C 0.32820 0.51737 -0.67866
H -0.22265 -1.96611 1.40347
C -0.82473 -1.32517 -0.60025
O -0.54109 -0.27785 -1.37583
H 1.21810 0.31161 1.33987
H 0.45172 1.93023 -2.26542
I 2.06027 2.99555 -0.34719

Summary:
lowest unoccupied orbital energy (alpha / beta): -0.76 / -3.29 eV
HOMO (alpha / beta): -9.15 / -7.21 eV
spin multiplicity: 1
gap between HOMO and LUMO (alpha / beta): 0.3084 / 0.1443 Ha
relative energy (zero: lowest compared OMol25 entry of this formula, charge and spin): 31.8 kJ/mol

In the Mulliken picture, each atom carries the following charge in e:
1. C -0.76
2. C -0.77
3. C -0.44
4. I 0.02
5. H 0.45
6. C 0.52
7. H 0.67
8. C -0.25
9. O -0.35
10. H 0.38
11. H 0.46
12. I 0.07

Below is a structure of composition C14H8F6N4O6RuS2, with properties calculated with wB97M-V/def2-TZVPD.

Cartesian coordinates (Å):
C 3.02521 0.08419 1.39772
C -0.21779 0.04431 3.09980
Ru 0.53236 0.06589 0.04106
C 2.71884 0.03993 -3.58760
C 3.14042 0.05849 -1.12471
S -2.16866 -1.23709 -0.25798
H 3.48178 0.10439 4.03417
O 4.19916 0.10724 1.58116
H -1.24745 0.02259 2.77658
F -3.33937 3.30575 -1.13092
C 0.03595 -0.04245 -3.04982
O -2.62113 2.36185 1.38392
F -4.35513 1.39292 -1.05720
H -1.01284 -0.09306 -2.80144
C 0.46596 -0.04685 -4.36868
N -2.33049 0.01364 0.67015
F -2.77559 -2.54715 1.91570
C 2.21482 0.03958 -2.30938
O -2.69108 -1.13400 -1.58003
H 1.73543 0.08596 5.85753
H -0.66857 0.04353 5.18343
C 0.12021 0.05334 4.44505
H -0.26976 -0.08911 -5.15898
H 2.17404 0.00183 -5.66803
F -2.94159 -3.66814 0.06810
F -4.43045 -2.17264 0.56827
H 3.79032 0.06767 -3.72776
O 4.32577 0.07103 -1.20707
C 2.00904 0.07877 2.50902
S -2.15970 1.53521 0.33122
C 1.45163 0.07693 4.81427
C -3.18832 1.99777 -1.15890
C 1.81893 0.00057 -4.64682
C 2.42254 0.08819 3.81943
N 0.71332 0.05873 2.14455
C -3.15802 -2.50265 0.64991
O -0.74483 1.72636 -0.11816
N 2.39243 0.05370 0.10475
O -0.76319 -1.69823 -0.12436
N 0.89851 0.00602 -2.03506
F -2.58271 1.64502 -2.28287

Summary:
lowest unoccupied orbital energy (alpha / beta): -5.76 / -5.35 eV
HOMO (alpha / beta): -13.49 / -13.36 eV
spin multiplicity: 2
<S²>: 0.759
total charge: +1
gap between HOMO and LUMO (alpha / beta): 0.2843 / 0.2945 Ha
relative energy (zero: lowest compared OMol25 entry of this formula, charge and spin): 26.3 kJ/mol

In the Mulliken picture, each atom carries the following charge in e:
1. C 0.07
2. C 0.01
3. Ru 0.92
4. C -0.59
5. C 0.02
6. S 1.25
7. H 0.52
8. O -0.50
9. H 0.55
10. F -0.18
11. C 0.10
12. O -0.60
13. F -0.20
14. H 0.61
15. C -1.16
16. N -0.46
17. F -0.18
18. C 0.51
19. O -0.58
20. H 0.47
21. H 0.44
22. C -0.99
23. H 0.46
24. H 0.46
25. F -0.18
26. F -0.19
27. H 0.52
28. O -0.50
29. C 0.46
30. S 1.19
31. C -0.27
32. C 0.63
33. C -0.30
34. C -0.61
35. N 0.19
36. C 0.50
37. O -0.78
38. N 0.07
39. O -0.76
40. N 0.21
41. F -0.15

Below is an isolated molecule of C6H8Cl2O, with properties calculated with wB97M-V/def2-TZVPD.

Cartesian coordinates (Å):
H -2.26578 -1.02073 -0.32966
C -0.49010 0.70176 0.86016
H -0.87248 2.10602 2.50528
C -0.67876 1.04504 2.16660
O 1.04373 -0.23524 -0.78482
Cl 0.25494 -1.79893 1.14472
H 1.95501 1.34305 0.27464
C -1.33659 -1.02634 -0.79008
Cl -0.96087 1.98568 -0.24590
C -1.17307 -1.07274 -2.09492
H 2.47068 -0.25961 0.76404
H -2.04987 -1.23093 -2.70458
C -0.06811 -0.54820 -0.01824
H -0.20882 -0.83209 -2.59375
H -0.62245 0.30023 3.01200
H 2.78079 0.29292 -1.01846
C 2.22176 0.25013 -0.14702

Summary:
SMILES: C=C[C@@](Cl)(OC)C(=C)Cl
lowest unoccupied orbital energy: 0.77 eV
HOMO: -9.66 eV
spin multiplicity: 1
gap between HOMO and LUMO: 0.3835 Ha
relative energy (zero: lowest compared OMol25 entry of this formula, charge and spin): 121.7 kJ/mol

In the Mulliken picture, each atom carries the following charge in e:
1. H 0.45
2. C -0.09
3. H 0.26
4. C -0.63
5. O -0.37
6. Cl -0.19
7. H 0.25
8. C -0.69
9. Cl -0.17
10. C -0.54
11. H 0.33
12. H 0.29
13. C 1.11
14. H 0.22
15. H 0.23
16. H 0.34
17. C -0.78

Below is a cluster of 2 separate species, C3H5NO in total, with properties calculated with wB97M-V/def2-TZVPD.

Cartesian coordinates (Å):
H 1.42413 0.12637 -1.17573
N -0.60185 0.40990 0.90745
C -0.20814 3.02428 -0.77328
H -1.34112 0.15254 1.61033
H 0.87499 -1.62298 -1.41081
C -0.31564 -0.55337 0.03330
H -0.11466 1.28296 0.65227
O 0.87258 2.91685 -1.18214
H -1.02711 -1.35246 -0.02131
C 0.77409 -0.66274 -0.79884

Summary:
lowest unoccupied orbital energy: 0.85 eV
HOMO: -7.87 eV
spin multiplicity: 1
gap between HOMO and LUMO: 0.3204 Ha
relative energy (zero: lowest compared OMol25 entry of this formula, charge and spin): 169.3 kJ/mol

In the Mulliken picture, each atom carries the following charge in e:
1. H 0.23
2. N -0.37
3. C 0.11
4. H 0.22
5. H 0.18
6. C 0.15
7. H 0.13
8. O -0.15
9. H 0.30
10. C -0.82

Below is an isolated molecule of C2H5NO, with properties calculated with wB97M-V/def2-TZVPD.

Cartesian coordinates (Å):
H -0.97630 -1.51825 0.73097
H 1.34114 1.90418 0.12861
H -0.97866 -1.38060 -0.97097
H -0.28748 1.65354 0.11693
N 0.62195 1.17081 0.25814
H -1.45521 -0.02734 0.20557
O 1.79898 -0.75121 -0.35361
C 0.75488 -0.16999 -0.08176
C -0.81930 -0.88114 -0.03387

Summary:
SMILES: CC(N)=O
lowest unoccupied orbital energy: 0.86 eV
HOMO: -9.80 eV
spin multiplicity: 1
gap between HOMO and LUMO: 0.3918 Ha
relative energy (zero: lowest compared OMol25 entry of this formula, charge and spin): 88.4 kJ/mol

In the Mulliken picture, each atom carries the following charge in e:
1. H 0.30
2. H 0.25
3. H 0.23
4. H 0.23
5. N -0.44
6. H 0.27
7. O -0.56
8. C 0.55
9. C -0.83

Below is a cluster of 2 separate species, C23H23F3N2O4 in total, with properties calculated with wB97M-V/def2-TZVPD.

Cartesian coordinates (Å):
C -4.57413 -3.02969 -3.23331
C 1.31720 2.74346 1.70789
C -1.69357 -1.10710 1.60570
F -5.47888 -4.59800 -1.33147
C 5.12665 2.69562 1.73026
C 6.77996 2.96576 -1.47241
C -2.79525 -1.05130 -2.49858
O 0.52883 3.44255 1.26883
H -1.96586 -0.47181 -2.24317
C 0.93501 2.25514 2.81521
H 0.87179 -1.30879 2.17940
C -1.87019 -1.03816 0.20292
C -4.09459 -2.85111 -1.91994
O 4.72409 2.46010 -1.96776
H -1.31232 1.61989 1.16067
C 3.16885 2.60593 0.02457
H -4.44032 -2.39049 -5.23284
C -3.91601 -2.42874 -4.02676
H -0.79172 3.10396 3.07593
C -3.21149 -1.97323 -1.56265
C -4.70748 -3.83255 -0.75973
C 0.48760 -0.26016 2.07604
C 2.80143 2.65575 1.14718
H -2.66353 -1.17341 2.26110
H 6.84189 3.95221 -1.50571
H -1.23540 -2.19488 2.04878
H 3.67933 2.70448 3.39076
H 5.95311 0.84181 -1.97937
F -5.41456 -3.01045 0.31163
C -0.30453 2.05789 3.24976
O -1.06281 -0.33039 -0.45121
C 1.51853 0.71790 2.99447
H -2.35161 1.27627 2.47449
H 6.02272 2.58064 2.47695
H -2.58546 -0.82662 -4.63210
H -5.24735 -3.95666 -3.47005
O 6.76687 2.44508 -0.23928
H 1.48504 2.63468 3.78368
H -0.56590 1.68061 4.30403
H 0.70275 0.10833 1.15963
F -3.58917 -4.53739 -0.31598
C -1.25884 1.34847 2.27799
C -3.04675 -1.38439 -3.81126
H 8.15239 2.41170 -1.67143
H 2.25422 2.71130 -0.60301
H -3.12279 -2.39761 0.51444
H 5.99244 2.29652 -3.34760
C 3.87057 2.57891 2.16927
H 2.46374 0.57834 2.70572
N -0.67080 -0.20807 2.38808
H 1.42224 0.22073 4.02200
C 5.98420 1.86412 -2.19911
C 5.42174 2.56882 0.24686
N -2.84292 -1.86699 -0.38290
C 4.35010 2.49072 -0.48419

Summary:
lowest unoccupied orbital energy: 0.44 eV
HOMO: -8.33 eV
spin multiplicity: 1
gap between HOMO and LUMO: 0.3223 Ha

In the Mulliken picture, each atom carries the following charge in e:
1. C -0.51
2. C -0.11
3. C -1.80
4. F -0.25
5. C -0.60
6. C -0.62
7. C -1.07
8. O -0.54
9. H 0.64
10. C 1.03
11. H 0.34
12. C 1.00
13. C 0.90
14. O -0.43
15. H 0.28
16. C 0.87
17. H 0.11
18. C -0.37
19. H 0.33
20. C 0.24
21. C 0.74
22. C -0.66
23. C -0.13
24. H 0.40
25. H 0.48
26. H 0.40
27. H 0.05
28. H 0.34
29. F -0.31
30. C -1.33
31. O -0.66
32. C -1.63
33. H 0.47
34. H 0.26
35. H 0.40
36. H 0.27
37. O -0.34
38. H 0.25
39. H 0.38
40. H 0.59
41. F -0.26
42. C -0.62
43. C -0.44
44. H 0.16
45. H 0.39
46. H 0.31
47. H 0.22
48. C -0.87
49. H 0.84
50. N 0.02
51. H 0.43
52. C -0.30
53. C 0.64
54. N 0.07
55. C 0.02

Below is the ion C14H27FNOS with charge +1, with properties calculated with wB97M-V/def2-TZVPD.

Cartesian coordinates (Å):
H -1.60642 2.18617 1.01188
H 2.58205 -0.48223 -2.06528
H 0.70631 -3.78919 -0.17533
C 1.74926 -2.17175 -1.01591
C 0.63857 1.40702 -0.48455
H 0.87220 1.86893 -1.44792
H -3.77535 1.54283 1.02274
C 0.46414 -2.76003 -0.43964
H -1.24406 1.65377 -1.41521
H -3.60740 -2.31324 -2.36504
C 2.46454 0.50163 0.58713
H 2.56563 -2.38835 -0.33468
H -0.38019 -2.85076 1.54403
H 1.97381 -2.71060 -1.93810
O -4.15607 -0.86351 -1.03470
C -3.20942 0.99484 0.27290
C 3.20130 2.49126 2.01400
H 3.81105 1.89429 2.68739
H -0.93162 -0.00532 -1.01829
F 1.33162 1.09954 2.52161
C -3.71314 -0.45717 0.24141
C 1.09055 2.41743 0.57518
H 0.30124 2.91499 1.12495
S 3.86210 -0.47265 1.00700
H 3.82135 2.81954 1.18216
N 1.66500 0.32373 -0.39629
H 0.82904 -0.53691 -2.05468
H 0.64390 -1.46206 1.34001
H -2.87093 -0.73827 -2.64599
H -0.99080 -1.52382 0.61020
C -0.08695 -2.08424 0.82909
C -0.84007 1.01091 -0.63279
H -0.30438 -2.83968 -1.20930
H 1.61864 3.21416 0.05212
H 4.52079 -0.41309 -0.16226
C 1.71392 -0.71152 -1.44778
H -3.40646 1.43410 -0.70444
H -1.41025 0.49769 1.39290
C -1.71949 1.18369 0.60129
C -3.18261 -1.44259 -1.86873
H -2.97930 -1.16298 0.64079
C 2.06328 1.66495 1.48287
H 2.81557 3.35806 2.54314
H -2.30142 -1.77165 -1.31081
H -4.58952 -0.52790 0.88293

Summary:
lowest unoccupied orbital energy: -4.34 eV
HOMO: -12.16 eV
spin multiplicity: 1
total charge: +1
gap between HOMO and LUMO: 0.2872 Ha

In the Mulliken picture, each atom carries the following charge in e:
1. H 0.43
2. H 0.39
3. H 0.40
4. C -0.48
5. C 0.19
6. H 0.28
7. H 0.42
8. C -0.67
9. H 0.49
10. H 0.33
11. C -0.25
12. H 0.23
13. H 0.57
14. H 0.46
15. O -0.45
16. C -1.10
17. C -1.65
18. H 0.44
19. H -0.32
20. F -0.37
21. C -0.38
22. C -1.50
23. H 0.47
24. S -0.16
25. H 0.39
26. N 0.15
27. H 0.43
28. H 0.21
29. H 0.25
30. H -0.54
31. C -0.37
32. C -0.05
33. H 0.34
34. H 0.43
35. H 0.24
36. C -1.06
37. H 0.41
38. H 0.30
39. C -0.35
40. C -0.23
41. H 0.30
42. C 1.80
43. H 0.42
44. H -0.21
45. H 0.35